# C2H2F2S2

A 2-piece molecular cluster, C2H2F2S2 overall in a non-equilibrium geometry (wB97M-V/def2-TZVPD, the OMol25 dataset).

```
! wB97M-V def2-TZVPD RIJCOSX def2/J DEFGRID3
* xyz 0 1
H -2.754 -0.364 -1.220
F 1.162 1.335 -0.989
C 1.901 0.624 -0.228
C 2.196 -0.375 0.359
S -2.257 -1.209 -0.459
H -1.158 0.960 0.392
S -1.933 0.207 1.017
F 2.843 -1.181 1.128
*
```

Computed properties:
SMILES   FC#CF.SS
E_LUMO   0.278 eV

Atomic partial charges in e from the Mulliken method, atoms 1 to 4: number 1, H, carries 0.1466; number 2, F, carries -0.1970; number 3, C, carries 0.0932; number 4, C, carries 0.3226

# C2H2F3N2

A 2-piece molecular cluster, C2H2F3N2 overall in a non-equilibrium geometry (wB97M-V/def2-TZVPD, the OMol25 dataset).

```
! wB97M-V def2-TZVPD RIJCOSX def2/J DEFGRID3
* xyz 1 1
H -1.492 -0.511 -1.096
N -0.982 1.143 -0.053
H -1.498 -0.476 0.952
N -0.837 2.239 0.063
F 1.505 -1.458 -0.799
F 1.553 -0.884 1.277
F 1.549 0.626 -0.384
C 1.321 -0.562 0.062
C -1.118 -0.117 -0.023
*
```

Computed properties:
E_LUMO (spin up / spin down)   -6.698 / -6.698 eV

Atomic partial charges in e from the Mulliken method, atoms 1 to 4: number 1, H, carries 0.3257; number 2, N, carries 0.5800; number 3, H, carries 0.3635; number 4, N, carries -0.3082

# C2H2F3O3S

A 2-piece molecular cluster, C2H2F3O3S overall in a non-equilibrium geometry (wB97M-V/def2-TZVPD, the OMol25 dataset).

```
! wB97M-V def2-TZVPD RIJCOSX def2/J DEFGRID3
* xyz -1 1
H -1.240 0.246 0.834
O -0.585 1.306 1.720
C 0.426 1.025 -1.988
S 0.906 1.135 1.260
O 1.387 2.304 0.550
F -0.107 0.164 -2.943
O -0.962 -0.348 0.090
H 0.988 -0.765 -0.665
C 0.324 -0.031 -0.136
F 1.698 1.275 -2.372
F -0.236 2.129 -1.988
*
```

Computed properties:
E_LUMO   3.787 eV

Atomic partial charges in e from the Mulliken method, atoms 1 to 4: number 1, H, carries 0.4381; number 2, O, carries -0.7563; number 3, C, carries 0.4652; number 4, S, carries 0.4634

# C2H2F5P

One molecule with the formula C2H2F5P in a non-equilibrium geometry (wB97M-V/def2-TZVPD, the OMol25 dataset).

```
! wB97M-V def2-TZVPD RIJCOSX def2/J DEFGRID3
* xyz 0 1
H -1.660 -0.410 -1.744
F 0.263 -2.044 -0.106
F -0.588 1.552 -2.533
C 0.851 -0.160 1.173
F 1.774 0.462 0.406
P -0.727 0.358 -1.089
F 1.515 -0.933 2.025
F 0.254 0.817 1.878
C -0.204 -0.882 0.344
H -1.478 1.240 -0.353
*
```

Computed properties:
SMILES   F[PH2]=C(F)C(F)(F)F
E_LUMO (spin up / spin down)   -1.871 / -1.872 eV

Atomic partial charges in e from the Mulliken method, atoms 1 to 4: number 1, H, carries 0.0905; number 2, F, carries -0.1699; number 3, F, carries -0.4447; number 4, C, carries 0.8163

# C2H2FGdO

C2H2FGdO as an isolated structure in a non-equilibrium geometry (wB97M-V/def2-TZVPD, the OMol25 dataset).

```
! wB97M-V def2-TZVPD RIJCOSX def2/J DEFGRID3
* xyz 2 8
O -1.102 -0.269 -0.930
F 1.239 -0.837 0.128
Gd 0.220 -1.791 -1.694
C 0.504 0.260 0.664
C -0.613 0.549 -0.020
H 0.972 0.687 1.542
H -1.220 1.401 0.310
*
```

Computed properties:
E_LUMO (spin up / spin down)   -10.698 / -13.047 eV

Atomic partial charges in e from the Mulliken method, atoms 1 to 4: number 1, O, carries -0.5915; number 2, F, carries -0.2421; number 3, Gd, carries 1.8681; number 4, C, carries -0.0160

# C2H2FKLiO2

C2H2FKLiO2 as an isolated structure in a non-equilibrium geometry (wB97M-V/def2-TZVPD, the OMol25 dataset).

```
! wB97M-V def2-TZVPD RIJCOSX def2/J DEFGRID3
* xyz 1 1
K 1.721 1.321 -0.859
O 1.796 -0.897 -0.168
F -1.123 -1.448 -0.655
H -3.442 0.424 -0.084
C -1.413 -0.145 -0.386
Li 0.864 -2.214 -0.870
C -2.546 0.057 0.442
O -0.770 0.774 -0.821
H 2.368 -1.025 0.589
*
```

Computed properties:
E_LUMO (spin up / spin down)   -5.771 / -5.860 eV

Atomic partial charges in e from the Mulliken method, atoms 1 to 4: number 1, K, carries 0.9801; number 2, O, carries -1.0525; number 3, F, carries -0.2474; number 4, H, carries 0.2848

# C2H2FLiMgO2

C2H2FLiMgO2 as an isolated structure in a non-equilibrium geometry (wB97M-V/def2-TZVPD, the OMol25 dataset).

```
! wB97M-V def2-TZVPD RIJCOSX def2/J DEFGRID3
* xyz 0 1
C -0.827 0.837 -0.276
C -0.340 2.074 -0.100
H 0.724 2.199 0.111
O 0.288 -2.671 -0.075
Li 2.040 -3.016 -0.434
H -0.955 2.974 -0.212
Mg -0.037 -0.908 0.670
F -2.154 0.809 -0.722
O 1.262 -2.297 1.036
*
```

Computed properties:
E_LUMO   -0.550 eV

Atomic partial charges in e from the Mulliken method, atoms 1 to 4: number 1, C, carries 0.0580; number 2, C, carries -0.5909; number 3, H, carries 0.1682; number 4, O, carries -0.6529

# C2H2FMgOTl

C2H2FMgOTl as an isolated structure in a non-equilibrium geometry (wB97M-V/def2-TZVPD, the OMol25 dataset).

```
! wB97M-V def2-TZVPD RIJCOSX def2/J DEFGRID3
* xyz 2 1
O -1.473 -0.069 -0.456
Tl -3.277 -1.981 -0.747
C -1.272 0.896 0.299
C 2.262 -0.114 -0.051
H -2.186 1.270 0.825
H 3.062 0.072 -0.792
F 2.102 -1.377 0.049
Mg 0.782 1.303 0.872
*
```

Computed properties:
E_LUMO   -9.926 eV

Atomic partial charges in e from the Mulliken method, atoms 1 to 4: number 1, O, carries -0.4657; number 2, Tl, carries 0.9024; number 3, C, carries -0.0039; number 4, C, carries 0.0687

# C2H2FN

One molecule with the formula C2H2FN in a non-equilibrium geometry (wB97M-V/def2-TZVPD, the OMol25 dataset).

```
! wB97M-V def2-TZVPD RIJCOSX def2/J DEFGRID3
* xyz 0 1
N -2.000 -0.207 0.000
C 0.579 0.476 0.018
F 1.537 -0.436 -0.013
H 0.850 1.054 0.833
H 0.699 1.181 -0.833
C -0.809 0.047 0.002
*
```

Computed properties:
SMILES   N#CCF
E_LUMO   0.585 eV

Atomic partial charges in e from the Mulliken method, atoms 1 to 4: number 1, N, carries -0.3497; number 2, C, carries -0.1305; number 3, F, carries -0.2378; number 4, H, carries 0.2405

# C2H2FN3O

One molecule with the formula C2H2FN3O (wB97M-V/def2-TZVPD, the OMol25 dataset).

```
! wB97M-V def2-TZVPD RIJCOSX def2/J DEFGRID3
* xyz 0 1
N 1.621 -0.232 0.051
H -1.215 -0.983 1.979
N 0.737 -0.635 0.936
C -0.402 0.430 -0.668
F 1.595 0.942 -1.944
H -1.287 0.827 -1.155
C 0.957 0.419 -0.908
N -0.442 -0.243 0.500
O -1.564 -0.525 1.208
*
```

Computed properties:
SMILES   On1cc(F)nn1
E_LUMO   0.748 eV

Atomic partial charges in e from the Mulliken method, atoms 1 to 4: number 1, N, carries -0.3903; number 2, H, carries 0.4159; number 3, N, carries -0.4376; number 4, C, carries -0.1245

# C2H2FN3O

A 2-piece molecular cluster, C2H2FN3O overall in a non-equilibrium geometry (wB97M-V/def2-TZVPD, the OMol25 dataset).

```
! wB97M-V def2-TZVPD RIJCOSX def2/J DEFGRID3
* xyz 0 1
H 1.539 2.418 0.227
F -1.741 0.586 -0.939
N 0.211 -0.398 0.841
O 0.309 -2.319 -1.048
N -1.244 -0.637 -1.391
H -0.582 -0.746 1.433
C 1.249 1.737 0.961
C -0.382 -1.384 -0.901
N 0.641 0.742 0.817
*
```

Computed properties:
E_LUMO (spin up / spin down)   -0.583 / -0.583 eV

Atomic partial charges in e from the Mulliken method, atoms 1 to 4: number 1, H, carries 0.2929; number 2, F, carries -0.1441; number 3, N, carries -0.7521; number 4, O, carries -0.3966

# C2H2FN3O

A 2-piece molecular cluster, C2H2FN3O overall in a non-equilibrium geometry (wB97M-V/def2-TZVPD, the OMol25 dataset).

```
! wB97M-V def2-TZVPD RIJCOSX def2/J DEFGRID3
* xyz 0 1
C -0.005 -0.680 -1.777
F 1.478 -0.557 1.213
O -1.141 -0.474 -1.846
C 0.333 -0.139 1.706
N -0.388 0.756 1.374
H 1.918 -1.110 -1.294
H -2.108 1.444 0.985
N -1.258 1.587 1.524
N 1.170 -0.827 -1.885
*
```

Computed properties:
E_LUMO (spin up / spin down)   -0.452 / -0.455 eV

Atomic partial charges in e from the Mulliken method, atoms 1 to 4: number 1, C, carries 0.5336; number 2, F, carries -0.1724; number 3, O, carries -0.4119; number 4, C, carries 0.0833

# C2H2FN3O6

One molecule with the formula C2H2FN3O6 in a non-equilibrium geometry (wB97M-V/def2-TZVPD, the OMol25 dataset).

```
! wB97M-V def2-TZVPD RIJCOSX def2/J DEFGRID3
* xyz 0 1
O 1.990 2.754 1.373
H -0.516 -0.221 -1.090
H 0.626 -0.920 0.392
N 0.204 2.438 -0.681
N -0.993 1.593 1.376
O 2.039 0.639 1.623
O -1.970 0.991 1.002
O -0.893 2.800 -1.055
C 0.206 1.520 0.407
O -0.833 2.290 2.333
N 1.520 1.668 1.302
F 1.315 -0.189 -1.158
O 1.292 2.656 -1.218
C 0.296 -0.206 -0.312
*
```

Computed properties:
SMILES   O=[N+]([O-])C(CF)([N+](=O)[O-])[N+](=O)[O-]
E_LUMO   -1.467 eV

Atomic partial charges in e from the Mulliken method, atoms 1 to 4: number 1, O, carries -0.5206; number 2, H, carries 0.2843; number 3, H, carries 0.3888; number 4, N, carries 0.9170

# C2H2FO2V

C2H2FO2V as an isolated structure in a non-equilibrium geometry (wB97M-V/def2-TZVPD, the OMol25 dataset).

```
! wB97M-V def2-TZVPD RIJCOSX def2/J DEFGRID3
* xyz 0 5
F 1.840 0.088 -0.276
H 0.351 -1.758 0.241
V -0.237 1.351 -1.474
O -0.876 1.366 0.308
C 0.178 -0.729 -0.105
H -0.544 0.022 1.876
C -0.537 0.190 0.793
O -0.175 -0.530 -1.363
*
```

Computed properties:
E_LUMO (spin up / spin down)   -1.211 / -1.117 eV

Atomic partial charges in e from the Mulliken method, atoms 1 to 4: number 1, F, carries -0.5659; number 2, H, carries 0.2961; number 3, V, carries 1.1396; number 4, O, carries -0.7475

# C2H2FO2Yb

C2H2FO2Yb as an isolated structure in a non-equilibrium geometry (wB97M-V/def2-TZVPD, the OMol25 dataset).

```
! wB97M-V def2-TZVPD RIJCOSX def2/J DEFGRID3
* xyz 1 3
F -1.675 0.617 -0.762
C -0.095 -0.841 0.228
Yb 2.529 0.740 -0.575
O 1.146 -1.050 0.102
H -0.894 0.099 1.220
O 0.358 1.454 -0.203
H -0.822 -1.621 -0.068
C -0.547 0.603 0.057
*
```

Computed properties:
E_LUMO (spin up / spin down)   -5.031 / -7.849 eV

Atomic partial charges in e from the Mulliken method, atoms 1 to 4: number 1, F, carries -0.2228; number 2, C, carries -0.0187; number 3, Yb, carries 0.9128; number 4, O, carries -0.3569

# C2H2FOPm

C2H2FOPm as an isolated structure in a non-equilibrium geometry (wB97M-V/def2-TZVPD, the OMol25 dataset).

```
! wB97M-V def2-TZVPD RIJCOSX def2/J DEFGRID3
* xyz 1 6
H 1.756 -1.241 0.221
C -0.803 0.661 0.048
C 0.051 -0.330 0.044
F 1.118 -0.916 1.421
H -1.036 1.092 1.026
O 0.969 -0.812 -0.728
Pm -2.055 1.545 -2.033
*
```

Computed properties:
E_LUMO (spin up / spin down)   -5.932 / -5.804 eV

Atomic partial charges in e from the Mulliken method, atoms 1 to 4: number 1, H, carries 0.5494; number 2, C, carries -0.8683; number 3, C, carries 0.4650; number 4, F, carries -0.5044

# C2H2I4S

C2H2I4S as an isolated structure in a non-equilibrium geometry (wB97M-V/def2-TZVPD, the OMol25 dataset).

```
! wB97M-V def2-TZVPD RIJCOSX def2/J DEFGRID3
* xyz 0 1
I 3.346 1.345 0.257
C 1.575 0.183 0.472
I 1.913 -1.774 -0.486
C -1.756 -0.125 -0.439
H -1.643 -0.459 -1.471
I -3.347 1.217 -0.737
S 0.457 1.276 -0.322
H 1.277 -0.271 1.512
I -1.823 -1.391 1.215
*
```

Computed properties:
E_LUMO (spin up / spin down)   -1.722 / -1.841 eV

Atomic partial charges in e from the Mulliken method, atoms 1 to 4: number 1, I, carries 0.1360; number 2, C, carries -0.6147; number 3, I, carries 0.0701; number 4, C, carries -0.7889

# C2H2I4S

C2H2I4S as an isolated structure in a non-equilibrium geometry (wB97M-V/def2-TZVPD, the OMol25 dataset).

```
! wB97M-V def2-TZVPD RIJCOSX def2/J DEFGRID3
* xyz 0 1
S 0.094 0.280 -1.062
I 3.243 0.660 -1.282
I -1.448 1.338 1.725
H -1.679 -0.992 0.345
C 1.509 -0.083 -0.070
I 1.488 -2.231 0.583
C -1.348 0.050 0.086
H 1.315 0.474 0.759
I -3.174 0.503 -1.084
*
```

Computed properties:
E_LUMO   -1.222 eV

Atomic partial charges in e from the Mulliken method, atoms 1 to 4: number 1, S, carries 0.1331; number 2, I, carries 0.1300; number 3, I, carries 0.1940; number 4, H, carries 0.5312

# C2H2IN2PS

C2H2IN2PS as an isolated structure in a non-equilibrium geometry (wB97M-V/def2-TZVPD, the OMol25 dataset).

```
! wB97M-V def2-TZVPD RIJCOSX def2/J DEFGRID3
* xyz 0 3
N 0.061 0.278 -0.741
C 1.393 -1.340 -0.183
P -1.955 1.788 0.259
C -1.066 0.519 -0.581
N 1.124 -0.323 -0.975
H -0.843 2.193 1.003
S 0.387 -1.851 0.937
H -2.290 0.808 1.212
I 3.188 -2.072 -0.931
*
```

Computed properties:
E_LUMO (spin up / spin down)   0.225 / -3.281 eV

Atomic partial charges in e from the Mulliken method, atoms 1 to 4: number 1, N, carries 0.3174; number 2, C, carries 0.2630; number 3, P, carries -0.0530; number 4, C, carries 0.2206

# C2H2IN3O

C2H2IN3O as an isolated structure in a non-equilibrium geometry (wB97M-V/def2-TZVPD, the OMol25 dataset).

```
! wB97M-V def2-TZVPD RIJCOSX def2/J DEFGRID3
* xyz 0 1
H 0.698 -1.561 -0.105
O -1.893 -1.359 -0.066
N 0.286 -0.622 0.076
N -1.280 0.845 0.320
H 1.262 1.493 -0.639
N -2.126 1.606 0.281
C -1.032 -0.534 0.158
I 3.031 -0.273 0.133
C 1.053 0.403 -0.158
*
```

Computed properties:
E_LUMO (spin up / spin down)   -1.152 / -0.947 eV

Atomic partial charges in e from the Mulliken method, atoms 1 to 4: number 1, H, carries 0.2794; number 2, O, carries -0.5565; number 3, N, carries -0.1109; number 4, N, carries 0.3545